[1]
A structure of composition C8H18NO3P. Source: the OMol25 dataset; level of theory: ωB97M-V with the def2-TZVPD basis set.

The spin multiplicity is 1. As for the energy above the lowest of the compared OMol25 structures with the same formula, charge and spin: 3.9774 eV. As for the HOMO-LUMO gap (alpha / beta): 8.723 / 8.722 eV. The calculation puts the strongest force on any atom at 4.98 eV Å⁻¹. The calculation puts the HOMO energy (alpha / beta) at -8.7 / -8.7 eV.

Cartesian coordinates (Å):
C -1.38 0.22 -0.81
C -1.37 0.20 0.66
C -0.85 -0.99 -1.56
C -2.40 1.00 -1.70
C -0.99 -1.07 1.47
C -2.19 1.15 1.42
C 2.61 -2.52 0.16
C 2.43 2.52 0.35
N -0.34 0.91 -0.07
O 2.24 -0.16 -1.51
O 2.24 -1.31 0.78
O 2.62 1.17 0.67
P 1.81 0.00 -0.11
H -0.53 -0.84 -2.53
H -1.58 -1.88 -1.41
H -0.01 -1.42 -1.10
H -1.88 1.23 -2.59
H -2.49 2.01 -1.18
H -3.20 0.33 -1.67
H -0.13 -1.61 1.17
H -1.67 -1.89 1.34
H -0.74 -0.89 2.54
H -2.84 0.54 1.96
H -2.67 1.92 0.74
H -1.56 1.65 2.02
H 2.85 -3.08 0.96
H 3.38 -2.56 -0.64
H 1.73 -2.93 -0.19
H 3.13 3.00 0.96
H 1.47 2.74 0.63
H 2.31 2.58 -0.75


[2]
A structure of composition C8H18NO5S2. Source: the OMol25 dataset; level of theory: ωB97M-V with the def2-TZVPD basis set.

The spin multiplicity is 1. The charge is -1. As for the HOMO-LUMO gap: 7.841 eV. The calculation puts the strongest force on any atom at 1.40 eV Å⁻¹. The calculation puts the HOMO energy at -5.3 eV.

Cartesian coordinates (Å):
C 0.54 0.39 -0.57
C -0.63 1.29 -0.92
C -1.61 0.61 -1.89
C -0.25 2.69 -1.37
S 0.81 2.80 -2.83
O 2.07 3.29 -2.33
O 0.15 3.73 -3.72
N 0.96 1.32 -3.39
S 0.59 1.15 -4.93
O 1.76 0.94 -5.72
O -0.42 0.14 -5.08
H 1.32 0.92 -0.03
H 0.94 -0.13 -1.43
H 0.18 -0.36 0.12
H -1.18 1.42 0.00
H -1.25 -0.37 -2.18
H -2.57 0.46 -1.40
H -1.80 1.20 -2.78
H -1.15 3.20 -1.67
H 0.20 3.25 -0.56
H 0.02 2.31 -5.33
C 0.38 -3.36 3.65
C -0.48 -2.50 4.58
C 0.01 -1.10 4.24
O 0.41 -1.14 2.87
C 0.46 -2.49 2.41
H -0.05 -4.35 3.45
H 1.37 -3.50 4.09
H -1.54 -2.61 4.31
H -0.37 -2.74 5.63
H 0.88 -0.83 4.84
H -0.75 -0.34 4.37
H -0.39 -2.66 1.74
H 1.38 -2.64 1.84


[3]
An isolated molecule of C8H18O. Source: the OMol25 dataset; level of theory: ωB97M-V with the def2-TZVPD basis set.

As for the SMILES: CC(C)(C)C(C)(C)CO. The spin multiplicity is 1. As for the energy above the lowest of the compared OMol25 structures with the same formula, charge and spin: 0.1252 eV. As for the HOMO-LUMO gap: 10.713 eV. The calculation puts the strongest force on any atom at 0.52 eV Å⁻¹. The calculation puts the HOMO energy at -10.0 eV.

Cartesian coordinates (Å):
C 0.73 0.19 -1.91
C -0.19 0.51 -0.72
C -1.63 0.38 -1.23
C 0.04 1.99 -0.36
C 0.08 -0.44 0.50
C -0.07 -1.92 0.12
C -0.90 -0.15 1.65
C 1.52 -0.25 1.04
O 1.83 -1.08 2.13
H 0.58 0.93 -2.70
H 1.78 0.22 -1.63
H 0.51 -0.79 -2.33
H -2.34 0.78 -0.51
H -1.74 0.94 -2.15
H -1.89 -0.66 -1.43
H -0.54 2.28 0.51
H 1.09 2.20 -0.18
H -0.28 2.61 -1.20
H 0.55 -2.18 -0.73
H 0.26 -2.53 0.96
H -1.10 -2.17 -0.10
H -0.73 0.83 2.09
H -1.93 -0.21 1.31
H -0.78 -0.90 2.43
H 2.25 -0.52 0.27
H 1.68 0.80 1.32
H 1.26 -0.85 2.87


[4]
A structure of composition C8H18O11Zn2. Source: the OMol25 dataset; level of theory: ωB97M-V with the def2-TZVPD basis set.

The spin multiplicity is 1. As for the energy above the lowest of the compared OMol25 structures with the same formula, charge and spin: 0.6046 eV. As for the HOMO-LUMO gap: 2.907 eV. The calculation puts the strongest force on any atom at 4.50 eV Å⁻¹. The calculation puts the HOMO energy at -6.8 eV.

Cartesian coordinates (Å):
Zn 3.56 1.02 14.99
Zn 5.38 3.51 10.15
C 9.10 6.66 13.62
C 9.25 6.10 12.19
O 8.66 6.76 11.27
O 10.07 5.20 11.98
H 8.88 5.92 14.39
H 8.28 7.38 13.67
H 9.96 7.30 13.85
C 7.09 2.90 13.68
C 5.69 2.64 13.22
O 4.89 1.87 13.83
O 5.41 3.07 12.07
H 7.17 2.80 14.76
H 7.45 3.88 13.39
H 7.70 2.14 13.18
C 7.57 0.21 9.96
C 8.15 1.60 10.11
O 9.32 1.80 10.33
O 7.29 2.58 10.01
H 8.24 -0.54 10.38
H 7.31 -0.14 8.96
H 6.66 0.14 10.58
C 3.04 -2.71 13.99
C 3.23 -1.25 14.18
O 2.28 -0.42 14.02
O 4.34 -0.81 14.61
H 3.34 -3.27 14.89
H 3.54 -3.21 13.16
H 1.99 -2.98 13.89
O 6.41 5.28 10.49
H 6.05 5.62 11.34
H 7.38 5.40 10.61
O 7.56 0.56 17.39
H 7.36 -0.27 16.96
H 6.90 1.18 17.06
O 5.72 6.17 12.97
H 5.48 5.25 13.16
H 6.34 6.41 13.67


[5]
A cluster of 3 separate species, C8H18O2 in total. Source: the OMol25 dataset; level of theory: ωB97M-V with the def2-TZVPD basis set.

As for the SMILES: C/C=C/C=C/CCC.O.O. The spin multiplicity is 1. As for the energy above the lowest of the compared OMol25 structures with the same formula, charge and spin: 1.8147 eV. As for the HOMO-LUMO gap: 9.031 eV. The calculation puts the strongest force on any atom at 0.39 eV Å⁻¹. The calculation puts the HOMO energy at -8.6 eV.

Cartesian coordinates (Å):
C -0.37 3.99 0.95
C -0.70 2.54 0.70
C -0.61 1.94 -0.49
C -0.89 0.52 -0.72
C -0.52 -0.14 -1.82
C -0.77 -1.61 -2.03
C 0.07 -2.51 -1.11
C 1.57 -2.32 -1.30
H -0.89 4.64 0.25
H 0.70 4.17 0.85
H -0.66 4.29 1.95
H -1.02 1.96 1.57
H -0.31 2.51 -1.36
H -1.44 0.01 0.06
H -0.01 0.39 -2.61
H -1.82 -1.85 -1.87
H -0.55 -1.86 -3.06
H -0.18 -3.55 -1.30
H -0.21 -2.30 -0.07
H 1.88 -2.57 -2.32
H 2.16 -2.95 -0.63
H 1.85 -1.28 -1.12
O 3.37 -1.26 2.82
H 2.41 -1.29 2.78
H 3.60 -0.33 2.74
O -2.31 -0.65 2.65
H -2.91 -0.07 2.17
H -1.43 -0.41 2.34


[6]
A cluster of 2 separate species, C8H18O6P in total. Source: the OMol25 dataset; level of theory: ωB97M-V with the def2-TZVPD basis set.

The spin multiplicity is 1. As for the energy above the lowest of the compared OMol25 structures with the same formula, charge and spin: 0.0000 eV. The charge is -1. As for the HOMO-LUMO gap: 6.031 eV. The calculation puts the strongest force on any atom at 1.36 eV Å⁻¹. The calculation puts the HOMO energy at -3.4 eV.

Cartesian coordinates (Å):
C -2.12 -2.30 1.72
C -1.76 -1.94 0.27
O -2.73 -1.20 -0.43
C -3.08 0.05 0.16
C -1.93 0.84 0.74
C -2.33 2.22 1.36
O -1.46 3.18 0.84
P 0.02 2.47 0.16
O -1.00 1.08 -0.28
H -2.87 -1.64 2.16
H -1.22 -2.21 2.34
H -2.48 -3.32 1.82
H -0.77 -1.48 0.22
H -1.67 -2.88 -0.28
H -3.50 0.66 -0.65
H -3.88 -0.10 0.90
H -1.41 0.32 1.57
H -2.07 2.14 2.43
H -3.39 2.47 1.27
H 0.79 3.60 0.64
H -0.31 3.20 -1.07
H 1.07 1.84 -0.52
H 0.34 1.79 1.43
C 3.58 -1.70 -1.17
C 4.25 -1.27 -2.46
O 3.80 0.07 -2.61
C 3.46 0.55 -1.37
O 3.18 1.67 -1.13
O 3.45 -0.47 -0.46
H 4.17 -2.41 -0.59
H 2.58 -2.11 -1.33
H 5.34 -1.27 -2.38
H 3.95 -1.87 -3.32